Entry from the Open Molecules 2025 dataset: the molecule C10H17P in a non-equilibrium geometry (ωB97M-V/def2-TZVPD).

```
28
Properties=species:S:1:pos:R:3:mulliken_charge:R:1
C 0.450 -1.610 0.747 -0.4798
C -0.456 -1.856 -0.320 -0.6784
C 0.590 -0.716 1.720 -0.2906
C -0.835 -1.160 -1.393 -0.2604
C -1.121 1.123 1.856 -0.7428
C 0.023 0.495 2.180 1.4472
C -2.370 0.492 1.484 -1.1333
C 1.079 1.534 2.737 -1.4030
C 1.497 0.410 -1.457 -0.6285
C 0.196 -0.068 -3.771 -1.0906
P -0.298 0.508 -2.109 0.1058
H 1.132 -2.450 0.757 0.2965
H -0.703 -2.848 -0.378 0.4718
H 1.565 -1.037 2.250 0.1452
H -1.363 -1.752 -2.252 0.2378
H -1.345 2.093 2.243 0.4249
H -3.024 0.951 0.629 0.2346
H -2.893 0.404 2.426 0.3594
H -2.195 -0.571 1.138 0.2305
H 1.039 1.533 3.830 0.3433
H 0.913 2.497 2.255 0.3999
H 1.942 1.142 2.139 0.3634
H 2.064 -0.451 -1.806 0.3835
H 1.366 0.313 -0.421 -0.1507
H 1.853 1.402 -1.782 0.3765
H -0.617 -0.598 -4.293 0.3744
H 1.204 -0.590 -4.026 0.2949
H 0.306 0.810 -4.383 0.3684
```

For the total energy, the calculation gives -732.31848 Eh. For the LUMO energy (alpha / beta), the calculation gives 0.0348 / -0.0785 Eh. Its largest force on an atom is 6.91 eV/A. Its net charge is 0. The calculation puts the gap between HOMO and LUMO (alpha / beta) at 6.2 / 6.5 eV. Its multiplicity is 3.